A cluster of 5 separate species, C11H23N6O3 in total. Source: OMol25; level of theory: wB97M-V/def2-TZVPD.

Geometry as XYZ:
```
43
Properties=species:S:1:pos:R:3:lowdin_charge:R:1
C -18.9335 15.8924 -24.5872 -0.388
O -19.9724 16.6003 -24.0042 -0.422
H -18.8561 16.1172 -25.6717 0.043
H -17.9578 16.1622 -24.1420 0.038
H -19.1172 14.7996 -24.4989 0.038
C -23.2178 16.1330 -25.6920 -0.699
O -22.6229 17.1579 -26.0564 -0.009
N -24.4163 15.7631 -26.2369 0.137
N -22.7124 15.3685 -24.6990 0.158
H -24.7927 16.3409 -26.9584 0.090
H -24.8440 14.9422 -25.8565 0.079
H -21.8185 15.7561 -24.3460 0.070
H -23.1410 14.4777 -24.5395 0.089
C -21.9628 14.8600 -21.5584 -0.707
O -22.9580 14.3913 -20.9942 -0.028
N -21.0706 14.1213 -22.2839 0.139
N -21.6316 16.1754 -21.5392 0.162
H -21.5163 13.2892 -22.6437 0.094
H -20.4905 14.6053 -22.9688 0.042
H -22.2332 16.8184 -21.0652 0.097
H -20.8409 16.4796 -22.1007 0.052
C -17.2366 14.8072 -19.9780 -0.111
C -17.7510 15.6059 -21.1764 -0.252
C -17.9671 17.0760 -20.8285 -0.196
C -16.7406 17.7948 -20.4799 -0.244
N -15.7698 18.3337 -20.1971 0.124
H -16.7192 13.8879 -20.2597 0.067
H -18.0288 14.4056 -19.3313 0.070
H -16.6088 15.4303 -19.3414 0.064
H -18.5857 15.2035 -21.7405 0.081
H -16.8657 15.5838 -21.8249 0.105
H -18.6964 17.1109 -20.0142 0.120
H -18.4021 17.6083 -21.6808 0.113
N -19.3089 13.2562 -27.6554 0.014
C -19.2369 12.0518 -28.3112 -0.155
C -20.5091 11.5907 -28.4879 -0.130
C -21.3654 12.5005 -27.8190 -0.124
C -20.6121 13.5808 -27.4243 -0.127
H -18.5297 13.8464 -27.4277 0.141
H -18.2854 11.6656 -28.6370 0.097
H -20.8584 10.7047 -28.9921 0.082
H -22.4323 12.4322 -27.6681 0.083
H -20.9750 14.4574 -26.9110 0.102
```

Values from the calculation:
HOMO-LUMO gap = 7.0915 eV
Total charge = -1
Calculated total energy = -987.28075 a.u.